# 1
# C25H58ClN2O11PS

A cluster of 4 separate species, C25H58ClN2O11PS in total in a non-equilibrium geometry (wB97M-V/def2-TZVPD, the Open Molecules 2025 dataset).

ORCA input file:
```
! wB97M-V def2-TZVPD RIJCOSX def2/J DEFGRID3
* xyz 0 1
C -2.25364 -0.82821 1.38305
C -1.19610 -1.58486 2.38131
C -0.76219 -0.54283 3.61705
O 0.62313 -0.88736 3.95539
C 1.41263 0.27320 4.39138
Cl 2.68727 -0.42280 5.60573
O 0.63000 1.22085 5.15824
S 0.46937 2.75858 4.49867
O 1.49043 3.82719 5.05229
O -0.93742 3.30223 4.97162
C 0.46624 2.88968 2.63811
P 1.04608 4.62788 2.06679
N 2.61855 4.92434 2.40550
O 0.08366 5.79327 2.92816
O 0.84935 4.90598 0.35216
C 1.34307 1.65586 2.02282
O 2.07317 2.17231 0.85722
C 1.59894 1.49669 -0.39613
C 0.12876 2.02739 -0.90473
N -0.79404 0.89292 -1.38213
C -1.63008 1.33260 -2.57378
C -2.88793 2.32938 -2.17395
C -3.48047 1.92519 -0.69941
O -2.45029 3.74506 -2.08475
C 2.25362 0.82702 3.11017
C 3.62740 1.58428 3.58963
C 2.75858 -0.53605 2.28081
C 4.07673 -0.30274 1.34991
C 4.03306 -1.32651 0.03760
H -2.12893 -1.15207 0.24100
H -2.14824 0.35510 1.37933
H -3.37621 -1.04444 1.70678
H -1.53972 -2.63301 2.77186
H -0.20675 -1.76922 1.74255
H -0.92629 0.53047 3.18418
H -1.51140 -0.78602 4.51330
H -0.65131 2.76156 2.24297
H 2.68129 5.74148 3.08360
H -0.85568 5.70464 2.54126
H -0.15379 5.06243 0.22860
H 0.55535 0.86732 1.59512
H 2.35210 1.69797 -1.29747
H 1.54351 0.32626 -0.28665
H -0.48007 2.57959 -0.03854
H 0.24383 2.82541 -1.76176
H -0.24104 0.03303 -1.61412
H -0.92054 1.82374 -3.38325
H -2.11447 0.38664 -3.10070
H -3.75066 2.15399 -2.96347
H -3.65798 0.76453 -0.70384
H -4.50976 2.49768 -0.50724
H -2.73339 2.18023 0.17359
H -2.43649 4.03613 -1.11886
H 4.52401 0.84024 3.84852
H 3.92566 2.35405 2.74496
H 3.49913 2.23779 4.57869
H 1.87148 -0.87225 1.56164
H 2.97475 -1.44657 2.98091
H 5.02046 -0.66151 1.98563
H 4.27581 0.79254 0.99877
H 4.57021 -0.84308 -0.88574
H 2.92411 -1.53853 -0.27112
H 4.53505 -2.36600 0.26675
C 5.09182 -5.23426 3.91305
C 3.96016 -4.25615 3.64106
C 2.63207 -4.78823 4.15561
O 3.86401 -4.02333 2.23829
H 4.91412 -6.18978 3.40690
H 6.03927 -4.84371 3.52635
H 5.20197 -5.42224 4.98561
H 4.18139 -3.29532 4.11835
H 2.36713 -5.72791 3.65807
H 1.82477 -4.07943 3.94196
H 2.66844 -4.96282 5.23545
H 3.66766 -4.87119 1.80625
C -0.53381 0.90414 -6.81335
C -0.94885 -0.31530 -6.00586
C -1.49688 -1.41375 -6.90296
O -1.94496 0.06192 -5.05892
H -1.38970 1.32876 -7.34992
H -0.15295 1.69113 -6.15357
H 0.24348 0.65012 -7.54077
H -0.08877 -0.69449 -5.44335
H -2.38692 -1.07134 -7.44270
H -1.80303 -2.28033 -6.30707
H -0.74847 -1.73730 -7.63307
H -2.71257 0.39982 -5.54950
C -5.68742 -0.65977 -4.32499
C -4.66749 -1.58041 -3.67424
C -4.70023 -2.96900 -4.29266
O -4.94189 -1.67822 -2.27912
H -6.70465 -1.04430 -4.19032
H -5.66114 0.33235 -3.86158
H -5.49404 -0.55114 -5.39675
H -3.66455 -1.15324 -3.78184
H -5.68244 -3.43543 -4.15683
H -3.96966 -3.62425 -3.80616
H -4.47723 -2.92963 -5.36344
H -5.83059 -2.05666 -2.17399
*
```

Summary:
Gap between HOMO and LUMO   7.8 eV
M   661.236 u
HOMO   -8.496 eV
SMILES   CCCO[C@]1(Cl)OS(=O)(=O)[C@@H](P(=N)(O)O)[C@@H](OCCNC[C@@H](C)O)[C@]1(C)CCC.CC(C)O.CC(C)O.CC(C)O
LUMO   -0.024 hartree


# 2
# C25H60N24O15

A cluster of 12 separate species, C25H60N24O15 in total in a non-equilibrium geometry (wB97M-V/def2-TZVPD, the Open Molecules 2025 dataset).

ORCA input file:
```
! wB97M-V def2-TZVPD RIJCOSX def2/J DEFGRID3
* xyz 0 1
C 5.73915 1.32079 3.24003
C 5.71139 1.29437 1.66241
O 4.51880 1.86563 1.10224
C 3.47659 0.98057 1.08182
O 3.55121 -0.17046 1.44721
C 2.15453 1.57082 0.55474
C 0.94890 0.58643 0.62752
C 0.47742 0.45361 2.11567
C -1.01803 0.71543 2.35976
C -1.84528 -0.20782 3.09401
C -3.23842 0.04543 3.33790
C -3.88849 1.24551 2.87681
C -3.07842 2.16523 2.16879
C -1.66468 1.90184 1.90157
C -1.17929 3.12729 1.09254
O -0.37207 3.26141 0.22091
N -2.05094 4.17109 1.61720
N -1.68028 4.70347 2.85211
C -3.37517 3.55207 1.55258
O -4.36013 4.03214 1.08155
H 6.41043 2.14432 3.56200
H 6.19066 0.36637 3.57717
H 4.73653 1.51328 3.66606
H 6.54244 1.96799 1.34997
H 5.97052 0.28880 1.26192
H 1.91974 2.44607 1.20673
H 2.25758 1.94512 -0.48801
H 0.11330 0.86076 -0.03942
H 1.32085 -0.39479 0.25484
H 1.10063 1.05237 2.82150
H 0.65531 -0.60755 2.41224
H -1.42470 -1.15224 3.48642
H -3.88006 -0.66998 3.90732
H -4.95066 1.46262 3.05520
H -1.69511 4.00722 3.60398
H -2.24355 5.50962 3.09819
C -0.62828 -0.45070 -2.78476
O -0.95087 -0.75265 -1.63674
N -0.94904 -1.21314 -3.85435
N 0.08377 0.67440 -3.05932
H -0.69463 -0.99185 -4.79943
H -1.47166 -2.05027 -3.67347
H 0.33686 1.25567 -2.27983
H 0.36783 0.94649 -3.98770
C 1.72028 -3.97555 -4.59136
O 1.51397 -2.78211 -4.72276
N 1.13100 -4.71589 -3.60901
N 2.55786 -4.67280 -5.41466
H 1.28532 -5.69806 -3.48152
H 0.50950 -4.23441 -2.98342
H 3.00824 -4.15934 -6.15025
H 2.74013 -5.65421 -5.32340
C -6.08229 -1.08173 6.26850
O -5.24762 -0.52670 5.57178
N -6.55571 -2.32885 5.99114
N -6.61015 -0.49915 7.38210
H -7.24060 -2.80210 6.54921
H -6.18849 -2.78790 5.17686
H -6.28365 0.42093 7.61589
H -7.29607 -0.93598 7.96792
C 2.12092 2.49662 -5.53937
O 1.18593 1.84613 -5.98461
N 3.31069 1.92542 -5.20499
N 2.04937 3.84117 -5.33383
H 4.09552 2.43543 -4.82857
H 3.38973 0.93459 -5.34126
H 1.18473 4.29498 -5.56788
H 2.80518 4.38944 -4.96750
C 7.82690 -2.09070 -0.02747
O 7.72593 -1.27993 0.87849
N 9.02708 -2.43997 -0.56974
N 6.74201 -2.71520 -0.57278
H 9.13103 -3.10374 -1.31361
H 9.84611 -1.99908 -0.19149
H 5.84009 -2.48258 -0.19354
H 6.79957 -3.38562 -1.31605
C -5.28045 -1.69051 -2.61104
O -6.20918 -2.37481 -3.01653
N -4.06925 -2.22375 -2.27494
N -5.37285 -0.34233 -2.46185
H -3.29086 -1.67999 -1.93854
H -3.96493 -3.21663 -2.37452
H -6.24651 0.08512 -2.70180
H -4.62431 0.23981 -2.13494
C -3.85130 3.28997 -2.44550
O -4.77395 2.55390 -2.77831
N -2.59885 2.81940 -2.20739
N -4.00483 4.63018 -2.28740
H -1.82635 3.39874 -1.93282
H -2.45077 1.83068 -2.31519
H -4.91881 5.01072 -2.45485
H -3.26315 5.24669 -2.01387
C -7.75230 2.70764 -5.40558
O -7.18451 3.57943 -6.04375
N -8.86174 2.06077 -5.87795
N -7.33346 2.30611 -4.17575
H -9.34436 1.34199 -5.37337
H -9.19877 2.33167 -6.78339
H -6.51501 2.75858 -3.79267
H -7.78961 1.59302 -3.63988
C 6.07192 1.44900 -2.90774
O 6.11087 2.51058 -3.51535
N 5.52228 0.32584 -3.44784
N 6.56491 1.30151 -1.64888
H 5.47137 -0.55787 -2.97665
H 5.14921 0.40499 -4.37349
H 6.97309 2.11184 -1.21890
H 6.53641 0.43937 -1.13495
C -0.49099 -2.48689 5.92124
O -1.07073 -2.60626 4.85648
N -0.14976 -1.27500 6.43923
N -0.13097 -3.56437 6.68018
H 0.32843 -1.15579 7.31236
H -0.40026 -0.46102 5.90446
H -0.36915 -4.47337 6.32500
H 0.34965 -3.49490 7.55797
C 2.83005 -4.81041 3.79378
O 3.51622 -5.61193 3.18276
N 2.94493 -3.46232 3.62311
N 1.88458 -5.19325 4.70264
H 2.38802 -2.78866 4.11481
H 3.62871 -3.13940 2.96226
H 1.76803 -6.17861 4.85449
H 1.31209 -4.54534 5.21413
*
```

Summary:
Gap between HOMO and LUMO   9.0 eV
M   936.908 u
HOMO   -8.901 eV
SMILES   CCOC(=O)CCCc1cccc2c1C(=O)N(N)C2=O.NC(N)=O.NC(N)=O.NC(N)=O.NC(N)=O.NC(N)=O.NC(N)=O.NC(N)=O.NC(N)=O.NC(N)=O.NC(N)=O.NC(N)=O
LUMO   0.003 hartree


Which of these has the lowest M?
C25H58ClN2O11PS


Look up the HOMO of the first one.
-8.496 eV


Among the records above, which one has the lowest LUMO?
C25H58ClN2O11PS


Which of these has the lowest M?
C25H58ClN2O11PS